Entry 1:
Here is a 4-piece molecular cluster, C33H62Cl3N7O2P2 overall from OMol25. Energies are from the ωB97M-V functional and the def2-TZVPD basis.

Its net charge is 0. As for the SMILES: C#CCN(P(N)O)[C@](C[C@H](C)Cl)([C@@H](C)CC)[C@@](CCCCCN)(OC[PH2]=N)/C(Cl)=C(\C)Cl.CCCC#N.CCCC#N.CCCC#N.

Each line ends with the Mulliken charge.
Geometry (Å):
C  2.7136  -3.4029  -4.6033  -0.017
C  1.7002  -3.1005  -4.0509  -1.690
C  0.3938  -2.9278  -3.4176  1.798
N  0.3822  -2.3195  -2.0927  1.272
P  1.8430  -1.4647  -1.7751  -0.718
N  2.7606  -2.2053  -0.5350  -0.326
O  1.4143  -0.1427  -0.9039  -0.225
C  -0.9232  -2.1731  -1.3976  1.635
C  -0.5693  -2.2589  0.1097  -3.232
C  0.0707  -3.5214  0.7445  0.024
C  0.6381  -4.6845  -0.0629  -1.726
Cl  -1.0437  -4.2659  1.9898  -0.223
C  -1.8345  -3.4249  -1.7017  0.231
C  -2.9121  -3.7751  -0.6505  -2.320
C  -2.4961  -3.6081  -3.0905  -0.827
C  -2.4934  -5.0888  -3.4894  -1.768
C  -1.6050  -0.6905  -1.7426  1.154
C  -1.6057  0.2285  -0.4931  -2.025
C  -2.2874  1.6000  -0.5589  -0.454
C  -1.9646  2.3996  0.7156  -1.850
C  -2.5112  1.8242  2.0214  0.921
C  -4.0079  1.5986  2.0479  -0.836
N  -4.7563  2.8770  2.1018  -0.666
O  -0.7297  -0.1878  -2.7373  -0.368
C  -0.8240  1.0878  -3.3173  -1.155
P  0.4440  2.3241  -2.8248  0.187
N  0.5574  2.7990  -1.3419  -0.640
C  -3.0743  -0.7673  -2.2023  0.220
Cl  -4.2789  -0.9152  -0.9595  -0.170
C  -3.5391  -0.7308  -3.4653  0.677
C  -2.7565  -0.6700  -4.7395  -1.419
Cl  -5.2320  -0.7936  -3.8093  -0.188
H  3.6974  -3.7345  -4.8392  0.476
H  -0.2080  -2.3470  -4.1218  -0.748
H  -0.0315  -3.9285  -3.4058  -0.051
H  3.0697  -3.1363  -0.7766  0.271
H  2.3598  -2.1348  0.3960  0.013
H  2.2346  0.1959  -0.5181  0.193
H  -1.4378  -2.0599  0.7255  1.075
H  0.0914  -1.4311  0.3479  0.349
H  0.8515  -3.1758  1.4125  0.783
H  1.4150  -5.1757  0.5185  0.363
H  1.0436  -4.4074  -1.0282  0.372
H  -0.1301  -5.4364  -0.2288  0.407
H  -1.1504  -4.2663  -1.6717  0.832
H  -3.0659  -3.0411  0.1271  0.526
H  -3.8783  -3.9338  -1.1235  0.481
H  -2.6734  -4.7144  -0.1609  0.354
H  -3.5423  -3.3157  -3.0845  0.732
H  -2.0288  -3.0609  -3.8962  0.196
H  -2.9206  -5.2360  -4.4774  0.472
H  -3.1350  -5.6376  -2.7971  0.372
H  -1.5052  -5.5388  -3.4083  0.283
H  -2.1305  -0.2804  0.3077  0.809
H  -0.5942  0.3914  -0.1366  0.790
H  -3.3727  1.5505  -0.6091  0.629
H  -1.9479  2.2470  -1.3570  0.297
H  -0.8967  2.5935  0.7743  0.398
H  -2.4369  3.3766  0.5785  0.541
H  -2.2472  2.5025  2.8321  0.593
H  -2.0150  0.8730  2.2308  -0.949
H  -4.3458  0.9754  1.2207  0.123
H  -4.2418  1.0407  2.9549  0.633
H  -5.5347  2.7707  2.7357  0.238
H  -5.1370  3.0815  1.1882  0.234
H  -1.8215  1.5203  -3.2463  0.685
H  -0.6594  0.9614  -4.3933  0.403
H  0.0462  3.3768  -3.6729  0.070
H  1.6387  1.7811  -3.3301  0.056
H  1.4637  2.6116  -0.9383  0.301
H  -3.2755  -1.2144  -5.5223  0.473
H  -1.7497  -1.0548  -4.6575  0.117
H  -2.6891  0.3614  -5.0823  0.347
C  8.1267  -0.3660  -0.9804  -1.219
C  6.7844  -1.0582  -0.7710  -0.580
C  5.7130  -0.5993  -1.7650  0.644
C  5.3817  0.8157  -1.6225  0.281
N  5.1044  1.9240  -1.5079  -0.541
H  8.0419  0.7121  -0.8370  0.337
H  8.8655  -0.7375  -0.2705  0.360
H  8.5079  -0.5452  -1.9877  0.299
H  6.4341  -0.8845  0.2476  0.307
H  6.9106  -2.1364  -0.8837  0.380
H  4.8005  -1.1720  -1.6088  -0.491
H  6.0446  -0.7910  -2.7875  0.373
C  0.8154  2.1925  3.6388  -0.968
C  0.1419  0.8990  4.0667  0.638
C  1.1180  -0.1292  4.6467  -0.718
C  2.1029  -0.5549  3.6568  0.322
N  2.8842  -0.8663  2.8760  -0.508
H  1.5460  2.0210  2.8440  0.384
H  0.0740  2.8954  3.2602  -0.026
H  1.3246  2.6598  4.4772  0.386
H  -0.3827  0.4606  3.2175  -0.627
H  -0.6087  1.1216  4.8261  0.407
H  0.5719  -1.0089  4.9913  0.345
H  1.6387  0.2833  5.5127  0.390
C  0.0074  6.8110  3.8993  -0.906
C  -0.4530  7.1352  5.3160  -0.409
C  0.2670  6.2982  6.3794  -0.534
C  -0.0076  4.8714  6.2275  0.331
N  -0.2114  3.7528  6.0754  -0.412
H  -0.2020  5.7717  3.6419  0.121
H  -0.5081  7.4406  3.1752  0.327
H  1.0802  6.9784  3.7875  0.307
H  -1.5302  6.9820  5.3976  0.304
H  -0.2651  8.1887  5.5288  0.304
H  -0.0460  6.6067  7.3779  0.295
H  1.3449  6.4587  6.3195  0.280

---

Entry 2:
Here is a 4-piece molecular cluster, C33H62F10IN5O5PS overall from OMol25. Energies are from the ωB97M-V functional and the def2-TZVPD basis.

Its net charge is +1.

Each line ends with the Mulliken charge.
Geometry (Å):
C  4.7649  -2.0546  4.4324  -1.121
C  3.7528  -1.0010  5.0861  0.386
O  4.3223  -0.1475  5.8262  -0.485
N  2.3119  -0.9619  5.0022  0.858
C  1.8096  -0.6812  6.3512  -0.905
C  1.6390  -0.4646  3.8165  0.387
C  0.2863  0.3738  4.0123  -1.093
C  -0.9633  -0.0023  3.0759  1.000
C  -2.1470  0.9912  3.6096  0.304
N  -3.4052  0.4695  4.1485  -0.604
O  -2.0283  2.2362  3.5470  -0.579
C  1.4578  -1.7904  2.8700  -2.039
C  0.5220  -2.9129  3.5051  0.733
F  1.3624  -3.9922  3.9639  -0.402
F  -0.0871  -2.5186  4.7430  -0.327
C  -0.6388  -3.5664  2.6572  0.490
F  -1.7951  -3.6813  3.5102  -0.337
F  -1.1639  -2.8216  1.5782  -0.227
C  -0.4577  -5.0658  2.1358  0.191
F  -1.3632  -5.1914  1.0339  -0.216
F  0.7886  -5.4049  1.6066  -0.268
C  -0.9148  -6.2183  3.1462  0.649
F  -2.2909  -6.5121  3.0156  -0.219
F  -0.5651  -6.0405  4.4748  -0.195
F  -0.2588  -7.4024  2.7140  -0.251
N  1.3570  -1.5462  1.4215  1.160
P  2.4411  -2.4971  0.3509  0.061
O  3.1776  -3.8297  1.0707  -0.493
I  0.8264  -3.5291  -1.2619  0.031
C  1.5705  -0.2084  0.9581  -1.552
N  1.6181  -0.0468  -0.4010  0.291
N  1.7245  1.0082  1.7428  0.620
C  2.5579  0.5304  2.9128  -0.753
F  3.6883  -0.0870  2.2770  -0.423
S  3.1548  2.0622  3.7706  1.465
C  5.0337  2.0575  3.7090  -0.917
O  2.6499  2.2625  5.1660  -0.592
O  2.7638  3.3168  2.9982  -0.678
H  4.3510  -3.1108  4.3577  0.241
H  5.1312  -1.7551  3.3951  0.185
H  5.7039  -2.0964  5.0935  0.422
H  0.7021  -0.9296  6.5423  0.335
H  2.3802  -1.3529  7.0916  0.351
H  1.9487  0.3814  6.7512  0.298
H  0.4081  1.5140  3.8896  0.431
H  -0.1917  0.2937  5.0564  0.583
H  -1.4065  -1.0344  3.2672  -0.301
H  -0.8681  0.2819  1.9840  -0.048
H  -3.2490  -0.3487  4.7564  0.272
H  -3.7822  1.2535  4.7154  0.325
H  2.5261  -2.2287  2.9825  1.410
H  2.8446  -4.0903  1.9551  0.358
H  2.5270  0.2283  -0.7973  0.276
H  0.7537  -0.1795  -0.9404  0.208
H  2.3074  1.6253  1.1329  0.554
H  5.3461  2.7826  4.5374  0.407
H  5.4613  1.0159  3.8486  0.282
H  5.2970  2.4598  2.6815  0.375
C  -3.5547  6.7053  -0.8130  -1.235
C  -2.9404  5.4043  -1.3114  -0.411
C  -2.9739  4.2826  -0.2715  -0.737
C  -2.1762  4.5538  1.0085  -0.232
C  -0.6950  4.8547  0.8047  -0.745
C  0.0583  3.6950  0.1841  -0.534
H  -3.0069  7.1091  0.0418  0.289
H  -3.5339  7.4593  -1.6037  0.390
H  -4.5958  6.5555  -0.5159  0.295
H  -1.9138  5.5864  -1.6457  0.191
H  -3.4958  5.0735  -2.1953  0.402
H  -2.6111  3.3599  -0.7384  0.277
H  -4.0160  4.0879  0.0066  0.457
H  -2.2709  3.6806  1.6655  -0.173
H  -2.6325  5.3883  1.5501  0.411
H  -0.2486  5.0801  1.7790  0.379
H  -0.5618  5.7537  0.1952  0.390
H  -0.0294  2.8021  0.8120  -0.064
H  1.1204  3.9405  0.0906  0.393
H  -0.3135  3.4532  -0.8155  0.281
C  0.7939  2.9364  -6.9227  -1.200
C  1.5395  3.7394  -5.8651  -0.262
C  2.9195  3.1682  -5.5336  -0.753
C  2.9156  1.7584  -4.9344  -1.021
C  2.1005  1.5989  -3.6512  -0.130
C  2.6200  2.4463  -2.4979  -0.309
H  0.5932  1.9155  -6.5880  0.276
H  -0.1679  3.4055  -7.1436  0.381
H  1.3680  2.8882  -7.8514  0.300
H  0.9277  3.8134  -4.9600  0.164
H  1.6679  4.7628  -6.2318  0.384
H  3.4280  3.8541  -4.8478  0.292
H  3.5257  3.1530  -6.4461  0.416
H  3.9532  1.4659  -4.7352  0.378
H  2.5418  1.0479  -5.6782  0.377
H  2.1310  0.5436  -3.3511  0.256
H  1.0472  1.8333  -3.8340  0.283
H  3.6606  2.1947  -2.2675  0.291
H  2.0224  2.2696  -1.5993  -0.529
H  2.5669  3.5133  -2.7233  0.465
C  -4.6915  -4.0447  -6.6786  -1.178
C  -5.2092  -4.0813  -5.2470  -0.378
C  -4.5231  -3.0672  -4.3300  -0.746
C  -3.0170  -3.2730  -4.1406  -0.570
C  -2.6093  -4.6417  -3.5942  -0.317
C  -3.1569  -4.9221  -2.2024  -0.990
H  -3.6310  -4.3032  -6.7313  0.277
H  -5.2367  -4.7636  -7.2951  0.375
H  -4.8270  -3.0524  -7.1165  0.294
H  -5.1057  -5.0936  -4.8440  0.233
H  -6.2825  -3.8653  -5.2596  0.375
H  -5.0187  -3.0850  -3.3536  0.308
H  -4.6860  -2.0599  -4.7303  0.383
H  -2.6456  -2.4945  -3.4626  0.276
H  -2.5048  -3.1090  -5.0943  0.344
H  -1.5143  -4.6859  -3.5532  0.198
H  -2.9206  -5.4362  -4.2787  0.296
H  -2.8183  -4.1629  -1.4905  0.136
H  -2.8087  -5.8957  -1.8480  0.353
H  -4.2491  -4.9392  -2.1927  0.333

---

| no. | HOMO energy (eV) | Kohn-Sham gap (eV) |
| --- | --- | --- |
| 1 | -8.0 | 8.66 |
| 2 | -12.5 | 7.47 |